# C9H16N2P

A 2-piece molecular cluster, C9H16N2P overall (ωB97M-V/def2-TZVPD, the Open Molecules 2025 dataset).

Last columns: bonded neighbours and bond lengths (Å).
CARTESIAN COORDINATES (ANGSTROEM)
1 H -1.58983 3.75793 1.53664  C20 1.116
2 C 1.38487 3.96766 -3.62335  C7 1.435, H10 1.110, H23 1.120, H25 1.094
3 H 0.41051 -2.69348 2.70923  C9 1.110
4 C -0.77399 -1.54517 1.32133  C9 1.507, C17 1.558, H22 1.108, H27 1.089
5 N -0.23957 0.84412 0.80918  C6 1.381, C17 1.419, C18 1.316
6 C -0.66801 1.73803 1.77034  N5 1.381, H16 1.145, C20 1.337
7 C 1.85195 3.65635 -2.30229  C2 1.435, P21 1.570
8 H -1.22886 3.18580 -1.00326  N11 1.066
9 C -0.16258 -2.84736 1.77105  H3 1.110, C4 1.507, H14 1.099, H28 1.108
10 H 0.43497 4.54123 -3.65290  C2 1.110
11 N -0.93481 2.64658 -0.13207  H8 1.066, C18 1.308, C20 1.299
12 H 0.94956 -0.50974 1.84703  C17 1.087
13 H -0.02328 1.05822 -1.21136  C18 1.057
14 H 0.51048 -3.33711 1.05316  C9 1.099
15 H 1.85929 -1.72254 0.19195  C26 1.123
16 H -0.54823 1.68078 2.90756  C6 1.145
17 C 0.29179 -0.45993 0.98368  C4 1.558, N5 1.419, H12 1.087, C26 1.522
18 C -0.49100 1.43345 -0.34066  N5 1.316, N11 1.308, H13 1.057
19 H 0.48522 -1.32293 -0.84911  C26 1.060
20 C -1.13293 2.82086 1.13940  H1 1.116, C6 1.337, N11 1.299
21 P 2.35633 3.19785 -0.88803  C7 1.570
22 H -1.57633 -1.67085 0.56765  C4 1.108
23 H 2.06397 4.45720 -4.36801  C2 1.120
24 H 1.84205 -0.13201 -0.43148  C26 1.049
25 H 1.09924 2.96946 -3.96845  C2 1.094
26 C 1.18180 -0.90307 -0.16856  H15 1.123, C17 1.522, H19 1.060, H24 1.049
27 H -1.35880 -1.14896 2.15077  C4 1.089
28 H -0.87759 -3.62846 2.09769  C9 1.108

Summary:
Charge: +1
Multiplicity: 1
ΔE to the lowest compared entry with this formula, charge and spin: 0.00 kcal/mol
Frontier orbital gap: 9.7 eV
E: -21852.955 eV